[1]
C7H14O | ωB97M-V/def2-TZVPD

relative energy (zero: lowest compared OMol25 entry of this formula, charge and spin) = 86.6 kcal per mole
highest occupied orbital energy = -9.0 eV
calculated total energy = -350.22138 Eh
SMILES string = C=C(CC)CCCO
LUMO = 0.926 eV
orbital gap = 9.97 eV

```
! wB97M-V def2-TZVPD RIJCOSX def2/J DEFGRID3
* xyz 0 1
C -0.9014 2.0497 0.2465
O 0.1094 2.7221 -0.4731
C -0.2096 1.3682 1.3885
C 0.7482 0.1032 1.0504
C -0.0758 -0.7416 0.2753
C -1.2224 -1.2979 0.6273
C 0.2629 -0.8115 -1.2487
C 0.9090 -2.2072 -1.5313
H -1.6963 2.8051 0.3700
H -1.2491 1.2256 -0.6075
H 0.8248 2.8925 -0.0269
H 0.4151 1.9470 1.9741
H -1.0348 0.9334 2.0738
H 1.6858 0.4492 0.6137
H 1.3763 -0.1030 2.1539
H -1.6654 -1.8225 -0.2154
H -1.6114 -1.3233 1.6366
H -0.7345 -0.6956 -1.7310
H 0.7991 0.1582 -1.5283
H 1.1556 -2.3247 -2.5788
H 0.2501 -3.0093 -1.3661
H 1.8644 -2.3177 -1.1031
*
```

[2]
C7H14O | ωB97M-V/def2-TZVPD

relative energy (zero: lowest compared OMol25 entry of this formula, charge and spin) = 75.0 kcal per mole
highest occupied orbital energy = -9.0 eV
calculated total energy = -350.23986 Eh
SMILES string = C=C/C=C/CCC.O
LUMO = 0.661 eV
orbital gap = 9.68 eV

```
! wB97M-V def2-TZVPD RIJCOSX def2/J DEFGRID3
* xyz 0 1
C 0.3696 0.8418 -2.7115
C 0.9987 -0.5376 -2.4816
C 0.2308 -1.2449 -1.3588
C 0.3735 -0.6448 -0.0146
C 0.1009 -1.3254 1.0824
C 0.2137 -0.9030 2.4236
C -0.8206 -0.8698 3.2345
H -0.7230 0.6636 -2.9886
H 0.6274 1.2474 -3.6882
H 0.4044 1.4061 -1.8618
H 2.1614 -0.5606 -2.1864
H 0.8382 -1.0236 -3.4709
H 0.3954 -2.3817 -1.3723
H -0.8479 -1.1228 -1.8204
H 0.4071 0.4808 0.1276
H -0.0051 -2.5288 1.0265
H 1.1906 -0.4234 2.6678
H -1.7486 -1.2852 2.9807
H -0.8929 -0.3628 4.1153
H -0.8070 4.2203 2.1408
H -1.0163 2.7942 1.8193
O -1.4504 3.5601 2.3365
*
```

[3]
C7H14O | ωB97M-V/def2-TZVPD

relative energy (zero: lowest compared OMol25 entry of this formula, charge and spin) = 38.4 kcal per mole
highest occupied orbital energy = -9.2 eV
calculated total energy = -350.29826 Eh
SMILES string = C=CCC(=C)CC.O
LUMO = 0.843 eV
orbital gap = 10.01 eV

```
! wB97M-V def2-TZVPD RIJCOSX def2/J DEFGRID3
* xyz 0 1
C 2.6869 0.3244 1.2801
C 1.6925 1.0837 0.3999
C 0.2591 0.7004 0.7055
C -0.3771 1.2316 1.7371
C -0.3917 -0.3695 -0.1485
C -0.5785 -1.6759 0.5927
C -0.3704 -2.8419 0.0070
H 3.7070 0.5651 1.0162
H 2.5657 0.6274 2.3169
H 2.5652 -0.7458 1.1161
H 1.9216 0.9172 -0.6532
H 1.7630 2.1504 0.5015
H -1.3990 0.9225 1.9460
H -0.0106 2.0547 2.3383
H 0.2117 -0.5547 -1.0365
H -1.3677 -0.0192 -0.5016
H -1.0577 -1.6221 1.5637
H -0.4959 -3.8224 0.4658
H 0.0031 -2.9192 -1.0129
H -3.5600 1.3528 -3.6485
H -2.1556 1.4135 -4.3375
O -2.6100 1.1956 -3.5225
*
```

[4]
C7H14O | ωB97M-V/def2-TZVPD

relative energy (zero: lowest compared OMol25 entry of this formula, charge and spin) = 60.2 kcal per mole
highest occupied orbital energy = -8.4 eV
calculated total energy = -350.26355 Eh
SMILES string = C/C=C/C=C/CC.O
LUMO = 0.296 eV
orbital gap = 8.74 eV

```
! wB97M-V def2-TZVPD RIJCOSX def2/J DEFGRID3
* xyz 0 1
C -2.9227 -0.9708 0.9003
C -1.5628 -1.6605 1.4591
C -0.3487 -0.9596 0.9122
C -0.3592 0.3455 0.6697
C 0.7549 1.0928 0.1681
C 2.0429 0.6629 -0.1965
C 3.0631 1.5065 -0.9370
H -2.9875 0.0712 1.1734
H -2.8490 -0.9701 -0.1869
H -3.7493 -1.4991 1.2931
H -1.6884 -2.7732 1.3318
H -1.7488 -1.4963 2.5184
H 0.5452 -1.6345 0.6716
H -1.2795 0.8534 0.7880
H 0.6014 2.2491 0.2243
H 2.3742 -0.3435 0.1004
H 3.9778 1.4915 -0.3008
H 2.8985 2.6073 -0.9837
H 3.4194 1.2956 -1.9752
H -0.3912 -0.8118 -2.0273
H 0.2014 0.4062 -1.6692
O -0.4161 0.0567 -2.3517
*
```